1.
Here is a 3-piece molecular cluster, C19H45BFNO7Si overall from the Open Molecules 2025 dataset. Energies are from ωB97M-V/def2-TZVPD.

Geometry (Å):
C -4.92291 0.82132 0.94978
C -3.65653 1.23004 0.96051
Si -2.32164 0.25417 1.86355
C -2.96487 -0.20010 3.57629
C -2.67725 0.84673 4.65750
C -3.41931 0.56862 5.96238
F -2.53179 0.51568 7.03433
B -0.49918 1.17237 1.96776
O 0.61715 0.40946 1.67374
N -0.32950 2.51696 2.42422
C 1.03209 2.90618 2.80950
C -1.09611 3.53487 1.68812
H -5.74019 1.46416 0.63948
H -5.19940 -0.18570 1.24869
H -3.42242 2.15020 0.43382
H -2.10587 -1.02806 1.11950
H -2.58371 -1.17884 3.87752
H -4.04969 -0.31939 3.48386
H -1.61476 0.86956 4.90033
H -2.96112 1.83592 4.29084
H -3.93066 -0.39505 5.92383
H -4.16220 1.33411 6.18704
H 0.34657 -0.36209 1.16725
H 1.21341 2.65857 3.85639
H 1.79727 2.41208 2.20952
H 1.16364 3.98201 2.70992
H -1.98510 3.85220 2.24027
H -0.47239 4.41359 1.53578
H -1.41775 3.19447 0.70376
C 3.65372 4.38380 -5.94946
O 3.40295 4.20360 -4.57590
C 2.89155 5.36771 -3.95536
C 2.12321 5.02006 -2.70034
O 0.82699 4.49700 -2.94083
C 0.73913 3.14299 -3.35566
C 0.95824 2.14398 -2.24191
O 2.33422 2.00033 -1.94543
C 2.53841 1.50492 -0.64096
H 4.42022 5.14845 -6.12398
H 4.00930 3.43374 -6.34332
H 2.74241 4.67436 -6.48528
H 2.23027 5.90742 -4.64495
H 3.72357 6.03275 -3.68289
H 1.95480 5.95233 -2.15659
H 2.71250 4.35436 -2.06573
H 1.41072 2.93414 -4.19123
H -0.28915 3.02298 -3.70339
H 0.54803 1.17187 -2.55256
H 0.41140 2.47949 -1.34940
H 2.09452 2.17200 0.10418
H 3.61237 1.44325 -0.47381
H 2.10089 0.50809 -0.52023
C 2.84837 -3.41508 -0.36961
O 1.88508 -4.36943 0.01009
C 0.98082 -3.87644 0.97936
C -0.32677 -4.63557 0.93511
O -1.17069 -4.27216 -0.14991
C -0.78779 -4.73270 -1.43706
C -1.02123 -6.20909 -1.66754
O -0.00771 -6.98852 -1.06182
C -0.41090 -8.31797 -0.83495
H 3.48074 -3.11838 0.47567
H 3.47395 -3.86912 -1.13537
H 2.37536 -2.51568 -0.78373
H 0.78082 -2.81067 0.80339
H 1.42855 -3.98328 1.97714
H -0.88968 -4.37421 1.83365
H -0.15195 -5.71339 0.94200
H 0.24632 -4.47060 -1.66737
H -1.43856 -4.19284 -2.12845
H -1.02519 -6.39603 -2.75092
H -2.00476 -6.48544 -1.26612
H -1.29203 -8.36089 -0.18361
H 0.41567 -8.83074 -0.34711
H -0.64451 -8.83543 -1.77329

Cartesian forces (eV/Å) of the 2 atoms listed first:
0.0 0.0 0.0
0.1 -0.2 -0.1

Summary:
HOMO energy: -0.327 Eh
2S+1: 1
SMILES: C=C[Si@H](CCCF)B(O)N(C)C.COCCOCCOC.COCCOCCOC
strongest force on any atom: 0.99 eV/A
Kohn-Sham gap: 9.56 eV
LUMO energy: 0.647 eV


2.
Here is the molecule C7H10 from the Open Molecules 2025 dataset. Energies are from ωB97M-V/def2-TZVPD.

Geometry (Å):
C 2.75647 0.41737 1.68279
C 2.08138 0.19191 0.71130
C 1.28766 -0.09081 -0.49267
C 0.06130 -0.94747 -0.24567
C -1.05137 -0.89685 -1.25202
C -1.26917 -0.34702 0.13259
C -1.47680 1.13776 0.38291
H 3.36955 0.61933 2.53416
H 0.99708 0.85682 -0.96163
H 1.92252 -0.60700 -1.22188
H 0.29760 -1.91803 0.18561
H -1.56072 -1.81246 -1.53820
H -0.93556 -0.18275 -2.06555
H -1.86576 -0.99268 0.77358
H -2.15186 1.57771 -0.35978
H -1.92341 1.29075 1.36991
H -0.53890 1.70345 0.36453

Cartesian forces (eV/Å) of the 2 atoms listed first:
-0.2 -0.1 -0.3
0.2 0.1 0.3

Summary:
HOMO energy: -0.363 Eh
2S+1: 1
SMILES: C#CC[C@@H]1C[C@@H]1C
strongest force on any atom: 0.41 eV/A
relative energy (zero: lowest compared OMol25 entry of this formula, charge and spin): 244.50 kJ/mol
Kohn-Sham gap: 10.99 eV
LUMO energy: 1.120 eV


3.
Here is the molecule C3H4FNO2 in a non-equilibrium geometry from the Open Molecules 2025 dataset. Energies are from ωB97M-V/def2-TZVPD.

Geometry (Å):
C 0.71847 -1.05169 -1.14285
C -0.37246 -0.43585 -0.27909
C -0.05185 0.52450 0.56281
F 1.49110 0.89021 0.71430
N -0.89539 1.29104 1.33779
O -1.99722 1.45819 0.85002
O -0.48737 1.69198 2.40767
H 0.84244 -0.56063 -2.12824
H 1.55691 -0.91766 -0.53667
H 0.58473 -2.02435 -1.28716
H -1.38935 -0.86575 -0.49857

Cartesian forces (eV/Å) of the 2 atoms listed first:
-0.6 4.0 0.6
-0.2 -0.9 -1.8

Summary:
HOMO energy: -0.405 Eh
2S+1: 1
SMILES: C/C=C(\F)[N+](=O)[O-]
strongest force on any atom: 5.47 eV/A
relative energy (zero: lowest compared OMol25 entry of this formula, charge and spin): 502.04 kJ/mol
Kohn-Sham gap: 9.99 eV
LUMO energy: -1.029 eV


4.
Here is H2INS as an isolated structure in a non-equilibrium geometry from the Open Molecules 2025 dataset. Energies are from ωB97M-V/def2-TZVPD.

Geometry (Å):
N -0.12983 -0.36028 0.06336
S 0.81728 1.01825 -0.00011
I -2.19531 -0.26657 0.19888
H 0.30008 -1.17718 1.00735
H 1.20776 0.78578 -1.26948

Cartesian forces (eV/Å) of the 2 atoms listed first:
1.3 -4.2 3.8
0.0 0.3 -0.2

Summary:
HOMO energy: -0.332 Eh
2S+1: 1
strongest force on any atom: 5.81 eV/A
relative energy (zero: lowest compared OMol25 entry of this formula, charge and spin): 227.10 kJ/mol
Kohn-Sham gap: 8.32 eV
LUMO energy: -0.699 eV


5.
Here is a 8-piece molecular cluster, C4H25NO7 overall in a non-equilibrium geometry from the Open Molecules 2025 dataset. Energies are from ωB97M-V/def2-TZVPD.

Geometry (Å):
C -0.65551 -0.87789 2.77755
C -1.28071 0.46814 2.42214
N -0.31884 1.23936 1.53041
C -0.77750 2.66752 1.38996
C 1.14245 1.32799 1.98233
H -0.82527 -1.67222 2.08045
H 0.42054 -0.88688 3.16655
H -1.30607 -1.38038 3.58650
H -1.46898 1.04686 3.38880
H -2.23995 0.36234 1.89570
H -1.22325 3.06038 2.30465
H -1.53058 2.78172 0.63906
H -0.04465 3.38067 1.05247
H 1.23856 1.81846 2.99406
H 1.55553 0.30772 2.00676
H 1.59974 1.77033 1.16755
O 2.20326 -1.40910 -0.11926
H 1.39170 -1.03333 -0.47517
H 1.96848 -1.73657 0.70435
O 1.30021 2.57092 -3.08300
H 0.41025 2.21783 -2.95682
H 1.38168 3.30186 -2.37117
O -1.10805 -1.26926 -0.52035
H -0.73166 -0.44680 -0.34515
H -1.30506 -1.36831 -1.40443
O 0.64134 -3.61080 0.74205
H 0.03856 -2.98464 0.38503
H 1.12855 -3.92603 0.01769
O -2.09070 2.10209 -2.07582
H -2.59815 2.15799 -2.74922
H -1.92482 1.13224 -2.08147
O -0.73216 -1.26156 -3.02512
H 0.38764 -1.16228 -3.02376
H -0.89000 -2.14493 -3.23217
O 1.80882 -2.21636 -3.21110
H 2.73643 -1.76436 -3.23077
H 1.69814 -2.56271 -2.32926

Cartesian forces (eV/Å) of the 2 atoms listed first:
-0.8 -1.3 2.5
1.9 1.0 0.4

Summary:
HOMO energy: -0.324 Eh
2S+1: 1
SMILES: CCN(C)C.O.O.O.O.O.O.O
strongest force on any atom: 9.42 eV/A
relative energy (zero: lowest compared OMol25 entry of this formula, charge and spin): 327.73 kJ/mol
Kohn-Sham gap: 8.95 eV
LUMO energy: 0.144 eV


6.
Here is the molecule C3H8N2S in a non-equilibrium geometry from the Open Molecules 2025 dataset. Energies are from ωB97M-V/def2-TZVPD.

Geometry (Å):
H 1.91159 1.61436 -1.50703
N 1.92814 1.51288 -0.48948
C 1.18057 0.55408 -0.08818
C 1.07902 0.27266 1.38455
N 0.44758 -0.26519 -0.94802
S -0.54198 -1.56688 -0.51053
C -2.16157 -0.76978 -0.30413
H 0.02565 0.37156 1.71951
H 1.39632 -0.75253 1.61724
H 1.68131 1.00075 1.90839
H 0.53946 -0.08459 -1.93641
H -2.85196 -1.55729 -0.02520
H -2.51070 -0.33127 -1.27423
H -2.12344 0.00124 0.45353

Cartesian forces (eV/Å) of the 2 atoms listed first:
0.0 -0.1 0.1
-0.4 -0.4 0.1

Summary:
HOMO energy: -0.339 Eh
2S+1: 1
SMILES: [H]/N=C(/C)NSC
strongest force on any atom: 1.28 eV/A
relative energy (zero: lowest compared OMol25 entry of this formula, charge and spin): 83.71 kJ/mol
Kohn-Sham gap: 10.05 eV
LUMO energy: 0.820 eV